*one*
Computed, not measured: a 2-piece molecular cluster, CH4N3 overall, with the ωB97M-V functional and the def2-TZVPD basis.

Each line ends with the Mulliken charge.
Element x y z (Å)
H (2.874, 0.473, -0.017)  0.352
N (-1.195, -0.494, -0.025)  -0.026
C (1.259, -0.802, -0.048)  0.296
H (-3.029, 0.313, -0.439)  0.309
N (1.791, 0.311, -0.046)  -0.179
N (-2.025, 0.381, -0.013)  -0.330
H (1.205, 1.158, -0.110)  0.318
H (-1.313, -1.502, -0.040)  0.261

Computed properties:
E_HOMO (alpha / beta): -13.9 / -13.9 eV
Gap between HOMO and LUMO (alpha / beta): 7.41 / 7.40 eV
Net charge: +1
LUMO level (alpha / beta): -6.52 / -6.53 eV

***

*two*
Computed, not measured: a 2-piece molecular cluster, CH4N3 overall, with the ωB97M-V functional and the def2-TZVPD basis.

Each line ends with the Mulliken charge.
Element x y z (Å)
H (-0.279, 2.156, -2.610)  0.456
C (0.125, -1.100, 1.356)  -0.202
H (-0.773, -1.167, 2.053)  0.249
N (-0.775, 1.306, -0.777)  0.266
N (0.103, -1.008, 0.142)  -0.482
H (1.041, -1.053, 1.879)  0.259
H (0.891, -1.043, -0.482)  0.261
N (-0.334, 1.908, -1.560)  0.192

Computed properties:
E_HOMO: -13.4 eV
Gap between HOMO and LUMO: 5.85 eV
Net charge: +1
LUMO level: -7.59 eV

***

Relative to the most stable structure, the computed energies are *one* 1.742; *two* 0.000, all in eV.

***

*one*
Computed, not measured: an isolated ion of composition CH4N3 and charge +1, with the ωB97M-V functional and the def2-TZVPD basis.

Each line ends with the Mulliken charge.
Element x y z (Å)
H (-0.761, -0.524, -0.909)  0.267
N (-0.125, -0.651, -0.143)  -0.461
H (0.419, 1.364, -0.539)  0.280
H (-0.663, -1.027, 0.617)  0.271
C (0.492, 0.585, 0.191)  -0.027
N (1.821, 0.180, -0.066)  0.372
H (0.570, 0.768, 1.212)  0.288
N (2.665, -0.538, -0.397)  0.010

Computed properties:
E_HOMO: -16.6 eV
Gap between HOMO and LUMO: 10.07 eV
Net charge: +1
LUMO level: -6.50 eV
SMILES: N#[N+]CN

***

*two*
Computed, not measured: an isolated ion of composition CH4N3 and charge +1, with the ωB97M-V functional and the def2-TZVPD basis.

Each line ends with the Mulliken charge.
Element x y z (Å)
N (0.118, -0.911, -0.698)  -0.261
N (0.595, 1.105, 0.731)  -0.311
H (1.054, 1.851, 0.224)  0.282
C (-0.070, 0.108, 0.041)  0.592
H (-0.561, -1.657, -0.744)  0.296
N (-0.864, 0.867, 0.750)  -0.271
H (1.109, -1.093, -1.080)  0.332
H (-0.930, 0.476, 1.718)  0.341

Computed properties:
E_HOMO: -16.4 eV
Gap between HOMO and LUMO: 11.56 eV
Net charge: +1
LUMO level: -4.81 eV
SMILES: [NH2+]=C1NN1

***

Relative to the most stable structure, the computed energies are *one* 0.000; *two* 0.428, all in eV.

***

*one*
Computed, not measured: the molecule C3H3N3, with the ωB97M-V functional and the def2-TZVPD basis.

Each line ends with the Mulliken charge.
Element x y z (Å)
N (-0.793, 1.134, 0.089)  -0.270
C (-1.617, 0.011, -0.090)  -0.146
H (2.217, -0.080, 0.651)  0.237
N (-0.903, -1.032, -0.013)  0.101
H (-2.610, 0.219, 0.092)  0.362
H (1.737, -0.210, -1.017)  0.192
N (0.294, -1.169, 0.174)  -0.465
C (0.415, 1.203, 0.131)  0.151
C (1.259, -0.077, -0.017)  -0.163

Computed properties:
E_HOMO: -8.2 eV
Gap between HOMO and LUMO: 7.04 eV
Net charge: 0
LUMO level: -1.19 eV

***

*two*
Computed, not measured: a 2-piece molecular cluster, C3H3N3 overall, with the ωB97M-V functional and the def2-TZVPD basis.

Each line ends with the Mulliken charge.
Element x y z (Å)
N (-1.377, -0.235, -2.809)  -0.372
H (-0.880, 1.038, 0.821)  0.353
C (-0.927, -0.195, -1.756)  -0.192
H (1.875, -0.006, 0.364)  0.269
C (-0.446, -1.055, 0.797)  0.249
C (-0.110, 0.294, 0.684)  -0.028
N (1.171, 0.684, 0.579)  -0.288
H (1.395, 1.646, 0.388)  0.271
N (-0.702, -2.172, 0.931)  -0.262

Computed properties:
E_HOMO (alpha / beta): -9.6 / -9.6 eV
Gap between HOMO and LUMO (alpha / beta): 7.39 / 7.40 eV
Net charge: 0
LUMO level (alpha / beta): -2.22 / -2.22 eV

***

Relative to the most stable structure, the computed energies are *one* 1.322; *two* 0.000, all in eV.

***

*one*
Computed, not measured: C5H9F2N as an isolated structure, with the ωB97M-V functional and the def2-TZVPD basis.

Each line ends with the Mulliken charge.
Element x y z (Å)
H (0.895, 0.767, -2.283)  0.375
C (-0.051, 0.976, -1.789)  -1.500
C (-0.472, -0.974, -0.212)  -0.266
F (-2.517, 0.431, -0.325)  -0.298
H (0.888, -1.993, 2.950)  0.197
H (2.059, 0.515, 0.162)  0.312
C (1.112, 0.943, 0.486)  -1.432
H (-0.852, 0.518, -2.365)  0.338
H (1.164, 2.027, 0.398)  0.416
N (-0.254, -2.175, -0.431)  -0.610
H (-0.972, -2.837, -0.130)  0.274
H (-0.212, 2.051, -1.762)  0.377
F (-1.506, 0.315, 1.619)  -0.290
H (1.134, -1.781, 2.240)  -0.201
C (-1.352, 0.113, 0.288)  0.848
C (-0.016, 0.415, -0.378)  1.140
H (0.954, 0.689, 1.533)  0.320

Computed properties:
E_HOMO: -9.5 eV
Gap between HOMO and LUMO: 10.36 eV
Net charge: 0
LUMO level: 0.88 eV

***

*two*
Computed, not measured: a 2-piece molecular cluster, C5H9F2N overall, with the ωB97M-V functional and the def2-TZVPD basis.

Each line ends with the Mulliken charge.
Element x y z (Å)
F (-1.962, 0.479, -1.118)  -0.325
H (1.967, -1.510, 0.139)  0.381
N (-0.596, 1.976, 0.653)  -0.507
H (0.557, -1.874, 1.256)  0.355
H (-0.261, -0.536, 2.537)  0.113
H (1.346, -0.504, -1.950)  0.363
F (-2.104, -1.193, 0.110)  -0.317
C (1.058, 0.402, -1.241)  -1.438
C (-1.263, -0.197, -0.176)  0.902
C (0.227, -0.303, -0.180)  0.879
C (0.855, -1.606, 0.222)  -1.442
C (-0.519, 0.598, 0.801)  -0.507
H (1.856, 0.924, -0.679)  0.306
H (-1.579, 2.120, 0.378)  0.255
H (0.434, -2.437, -0.370)  0.297
H (-0.457, 2.640, 1.497)  0.297
H (0.442, 1.022, -1.880)  0.388

Computed properties:
E_HOMO (alpha / beta): -9.2 / -8.7 eV
Gap between HOMO and LUMO (alpha / beta): 8.80 / 8.35 eV
Net charge: 0
LUMO level (alpha / beta): -0.35 / -0.30 eV

***

Relative to the most stable structure, the computed energies are *one* 0.000; *two* 2.599, all in eV.

***

*one*
Computed, not measured: an isolated ion of composition C5H11IN and charge +1, with the ωB97M-V functional and the def2-TZVPD basis.

Each line ends with the Mulliken charge.
Element x y z (Å)
H (0.807, 1.147, 0.728)  0.239
H (-1.483, 3.394, -0.221)  0.297
C (2.258, -1.172, 0.363)  -1.435
H (-0.366, 2.549, 1.107)  0.278
C (-1.126, 2.458, 0.301)  -0.731
H (2.284, -1.242, 1.415)  0.506
H (-0.540, -1.572, 0.967)  0.382
H (0.977, -0.908, -1.495)  0.269
H (0.493, -2.762, 0.138)  0.413
C (0.320, 0.651, -0.097)  0.064
H (-2.068, 2.265, 0.799)  0.355
C (-0.103, -1.843, -0.013)  -1.366
C (0.893, -0.725, -0.392)  0.474
I (3.781, 0.185, -0.251)  0.090
H (-1.393, 0.935, -1.030)  0.282
N (-0.741, 1.331, -0.424)  -0.046
H (2.626, -2.058, -0.139)  0.576
H (-0.894, -2.152, -0.769)  0.354

Computed properties:
E_HOMO: -12.9 eV
Gap between HOMO and LUMO: 8.00 eV
Net charge: +1
LUMO level: -4.89 eV
SMILES: C/[NH+]=C/[C@H](C)CI

***

*two*
Computed, not measured: C5H11IN as an isolated structure, with the ωB97M-V functional and the def2-TZVPD basis.

Each line ends with the Mulliken charge.
Element x y z (Å)
C (-0.538, 1.404, 1.030)  -1.198
H (-1.727, -2.267, -0.743)  0.388
H (-0.182, -0.720, -1.603)  0.522
H (0.251, 1.702, 1.731)  0.327
H (2.086, 0.113, 1.550)  0.444
H (-0.801, 2.362, 0.700)  0.353
H (-1.951, -1.540, 0.708)  0.383
H (1.731, 2.016, -0.496)  0.322
C (2.041, -0.079, 0.435)  -0.559
N (-1.251, -1.630, -0.156)  -0.071
C (-0.073, 0.627, -0.140)  0.692
H (-1.485, 0.944, 1.443)  0.297
I (1.919, -2.235, 0.065)  0.067
C (-0.904, -0.298, -0.890)  -1.266
H (-1.666, 0.182, -1.407)  0.448
C (1.376, 0.920, -0.575)  -0.483
H (-0.303, -2.074, -0.016)  0.016
H (1.478, 0.573, -1.636)  0.318

Computed properties:
E_HOMO (alpha / beta): -12.1 / -11.9 eV
Gap between HOMO and LUMO (alpha / beta): 8.12 / 7.97 eV
Net charge: +1
LUMO level (alpha / beta): -4.01 / -3.98 eV

***

Relative to the most stable structure, the computed energies are *one* 0.000; *two* 2.464, all in eV.

***

*one*
Computed, not measured: the molecule C6H11N3O, with the ωB97M-V functional and the def2-TZVPD basis.

Each line ends with the Mulliken charge.
Element x y z (Å)
H (-2.714, 2.190, -0.318)  0.274
N (-3.222, 0.154, 0.238)  -0.683
H (0.851, 0.804, 1.202)  0.214
O (3.346, 1.342, 0.613)  -0.579
H (-1.365, -1.307, -1.113)  0.321
C (-1.770, 0.271, 0.333)  0.048
C (2.667, 0.260, 0.291)  0.240
H (4.155, 1.069, -0.242)  0.503
C (-0.924, -0.828, -0.231)  -0.037
H (0.113, -2.708, 0.438)  0.255
N (3.345, -0.335, -0.650)  -0.751
N (0.523, -0.709, -0.302)  -0.257
H (-2.447, 0.951, -1.658)  0.255
C (-2.535, 1.147, -0.586)  -0.536
H (-1.428, 0.694, 1.281)  0.357
H (2.809, -1.109, -1.038)  0.265
C (-0.049, -1.649, 0.648)  -0.664
H (0.976, 1.314, -0.493)  0.315
H (-0.016, -1.372, 1.707)  0.267
C (1.174, 0.479, 0.198)  -0.091
H (-3.485, -0.657, -0.318)  0.287

Computed properties:
E_HOMO: -9.3 eV
Gap between HOMO and LUMO: 9.86 eV
Net charge: 0
LUMO level: 0.55 eV
SMILES: [H]/N=C(/O)CN1C[C@H]1[C@H]1CN1

***

*two*
Computed, not measured: a 2-piece molecular cluster, C6H11N3O overall, with the ωB97M-V functional and the def2-TZVPD basis.

Each line ends with the Mulliken charge.
Element x y z (Å)
N (2.041, 0.609, 0.577)  -0.334
C (2.009, 1.863, 0.044)  0.677
C (-2.039, 0.284, -1.352)  -1.076
H (0.673, 3.020, 1.294)  0.273
N (-1.012, -0.650, 0.764)  -0.531
H (-3.060, 0.506, -1.056)  0.232
N (-1.150, -2.793, 0.381)  -0.128
H (-2.049, -0.035, -2.387)  0.312
H (0.547, 3.382, -0.407)  0.314
H (-0.565, -2.018, 2.301)  0.459
H (1.182, 0.212, 0.923)  0.213
C (0.723, 2.578, 0.297)  -0.731
C (-1.550, -2.152, -0.761)  -0.474
O (2.935, 2.291, -0.614)  -0.638
H (2.892, 0.083, 0.496)  0.200
H (-0.147, 1.944, 0.268)  0.002
H (-1.729, -2.726, -1.658)  0.391
C (-0.872, -1.822, 1.305)  -0.243
H (-0.856, -3.747, 0.242)  0.257
H (-1.603, 1.276, -1.227)  0.247
C (-1.480, -0.799, -0.513)  0.577

Computed properties:
E_HOMO: -8.9 eV
Gap between HOMO and LUMO: 9.60 eV
Net charge: 0
LUMO level: 0.65 eV
SMILES: Cc1c[nH]cn1.CC(N)=O

***

Relative to the most stable structure, the computed energies are *one* 4.658; *two* 0.000, all in eV.